(1)
{
  "formula": "C5H5N3",
  "method": "wB97M-V/def2-TZVPD",
  "species": ["H", "C", "C", "H", "C", "H", "N", "H", "H", "N", "C", "C", "N"],
  "coordinates": [[-2.36, 0.96, 0.67], [0.40, -0.79, -0.08], [1.77, -0.88, 0.26], [-0.26, -1.57, -0.42], [2.57, 0.06, 0.78], [0.23, 0.98, 0.70], [-0.33, 0.25, 0.43], [-1.94, -0.72, -0.12], [2.30, -1.90, 0.14], [-2.03, 1.48, -2.30], [-1.91, 0.90, -1.32], [-1.71, 0.35, 0.02], [3.26, 0.89, 1.24]],
  "lumo_energy_ev": 0.0973,
  "orbital_gap_ev": 9.1,
  "smiles": "N#C/C=C\\NCC#N"
}



(2)
{
  "formula": "C5H5N3",
  "method": "wB97M-V/def2-TZVPD",
  "species": ["N", "N", "H", "H", "C", "C", "C", "N", "H", "H", "C", "C", "H"],
  "coordinates": [[1.30, -1.46, -0.01], [-1.48, -1.05, -0.52], [1.97, 0.25, -1.17], [-0.98, 2.59, 0.44], [1.22, -0.18, -0.40], [-1.05, 0.10, -0.86], [0.22, -1.84, 0.78], [-1.08, -1.41, 0.69], [1.02, 2.33, 0.83], [-1.57, 0.53, -1.74], [0.15, 0.75, -0.27], [0.08, 1.95, 0.54], [0.19, -2.56, 1.70]],
  "lumo_energy_ev": -0.7120,
  "orbital_gap_ev": 8.4,
  "smiles": "C=C1C=NC=NN=C1"
}



(3)
{
  "formula": "C5H5N3",
  "method": "wB97M-V/def2-TZVPD",
  "species": ["C", "N", "H", "H", "N", "C", "N", "C", "C", "H", "C", "H", "H"],
  "coordinates": [[-2.21, 1.87, -2.45], [-1.16, 1.63, -0.21], [1.71, -1.89, -0.10], [-0.08, -2.15, 0.38], [-3.11, 1.41, -3.04], [-1.30, 2.40, -1.59], [0.23, -0.31, -0.47], [0.80, -1.33, 0.38], [-0.43, 0.53, 0.16], [-0.56, 0.40, 1.31], [-0.97, 3.06, -0.52], [0.97, -1.04, 1.42], [-0.65, 3.87, -0.03]],
  "lumo_energy_ev": -0.5736,
  "orbital_gap_ev": 8.3,
  "smiles": "C/N=C/N1C=C1C#N"
}



Stability, descending: (1), (2), (3)



(1)
{
  "formula": "C7H13N2P",
  "method": "wB97M-V/def2-TZVPD",
  "species": ["H", "C", "H", "H", "H", "C", "H", "C", "H", "H", "C", "C", "C", "H", "C", "N", "H", "H", "N", "H", "H", "H", "P"],
  "coordinates": [[-3.86, 0.43, -0.27], [-0.34, -2.09, -0.41], [-2.41, -1.84, -0.37], [1.65, -0.91, -0.81], [-3.05, 0.91, 1.43], [-1.60, -1.46, 0.12], [2.03, 2.04, -0.55], [0.54, -0.95, -1.01], [-0.10, 2.13, 0.90], [2.27, 2.27, 1.13], [-0.07, 0.44, -0.61], [2.03, 1.47, 0.38], [-1.86, -1.58, 1.51], [0.60, -0.84, -2.12], [0.54, 1.13, 0.61], [-1.43, 0.17, -0.41], [0.68, 0.52, 1.56], [0.20, 1.23, -1.35], [-2.12, -1.40, 2.61], [2.74, 0.50, 0.33], [0.28, -2.59, 0.40], [-0.50, -2.86, -1.20], [-2.72, 1.20, 0.11]],
  "lumo_energy_ev": 0.7850,
  "orbital_gap_ev": 9.9,
  "smiles": "CC[C@H]1CC[C@@H](C#N)N1P"
}



(2)
{
  "formula": "C7H13N2P",
  "method": "wB97M-V/def2-TZVPD",
  "species": ["H", "C", "N", "P", "H", "H", "H", "C", "H", "N", "H", "H", "C", "H", "H", "C", "H", "H", "C", "C", "H", "C", "H"],
  "coordinates": [[-3.50, 0.42, -0.35], [0.49, -2.05, 0.10], [-0.32, 0.30, -0.23], [-1.89, -1.01, -2.10], [-2.80, 1.86, -0.83], [-2.52, 1.48, 0.75], [2.20, 0.92, -0.20], [2.17, -0.14, -0.10], [-0.79, 2.07, 0.94], [0.88, -0.89, -2.00], [0.47, -2.11, 1.17], [1.03, -2.83, -0.35], [-2.70, 0.99, -0.27], [2.83, -0.54, -0.82], [0.55, 0.95, 1.49], [-0.01, 1.41, 0.66], [0.87, 2.05, 0.18], [-0.52, -2.22, -0.22], [-1.55, 0.06, -0.78], [-0.20, -0.98, -2.65], [2.36, -0.52, 0.96], [0.76, -0.67, -0.50], [-0.22, -1.18, -3.82]],
  "lumo_energy_ev": 0.7595,
  "orbital_gap_ev": 8.2,
  "smiles": "CC1=PC=NC(C)(C)N1C"
}



Stability, descending: (2), (1)



(1)
{
  "formula": "CH5O3P",
  "method": "wB97M-V/def2-TZVPD",
  "species": ["H", "P", "H", "O", "H", "H", "O", "O", "H", "C"],
  "coordinates": [[-1.77, -1.02, 1.01], [0.08, 0.39, -0.30], [1.80, -1.24, -0.31], [0.03, 1.79, 0.42], [-0.86, 2.00, 0.76], [0.36, 0.27, -2.44], [-1.95, -0.41, 0.27], [-0.24, 0.73, -1.83], [1.55, -0.21, 1.18], [1.58, -0.32, 0.04]],
  "lumo_energy_ev": [-0.0492, -0.0493],
  "orbital_gap_ev": [8.9, 8.9]
}



(2)
{
  "formula": "CH5O3P",
  "method": "wB97M-V/def2-TZVPD",
  "species": ["O", "H", "O", "H", "H", "H", "C", "H", "O", "P"],
  "coordinates": [[-0.96, 0.40, -0.28], [2.50, -0.49, 0.91], [0.84, -1.11, -0.39], [-2.79, 1.34, -0.60], [2.57, -0.31, -0.99], [-2.79, 0.32, 1.39], [1.95, -0.19, -0.15], [1.48, 0.85, -0.15], [-0.18, -0.82, 0.41], [-2.61, 0.02, -0.14]],
  "lumo_energy_ev": 0.4840,
  "orbital_gap_ev": 9.9,
  "smiles": "COOOP"
}



Stability, descending: (1), (2)



(1)
{
  "formula": "C3H7N3",
  "method": "wB97M-V/def2-TZVPD",
  "species": ["N", "H", "H", "N", "H", "H", "C", "N", "H", "C", "H", "H", "C"],
  "coordinates": [[-2.13, -0.52, -0.30], [1.34, 1.23, -0.56], [-1.41, 1.93, 0.20], [1.98, 0.53, -0.21], [2.13, -1.50, 0.22], [-0.01, 1.41, 1.02], [0.13, -1.02, 0.21], [-0.62, 1.30, 0.20], [-0.12, -2.05, 0.41], [-0.98, -0.09, 0.03], [2.87, 0.52, -0.66], [-2.83, 0.26, -0.37], [1.42, -0.71, 0.08]],
  "lumo_energy_ev": 0.9469,
  "orbital_gap_ev": 9.3,
  "smiles": "[H]/N=C(N)/C=C\\N"
}



(2)
{
  "formula": "C3H7N3",
  "method": "wB97M-V/def2-TZVPD",
  "species": ["H", "H", "H", "N", "C", "C", "H", "N", "C", "N", "H", "H", "H"],
  "coordinates": [[1.81, -1.30, 0.34], [0.86, 0.31, 1.38], [-3.15, 0.80, -0.21], [-1.87, -0.75, 0.23], [-0.57, -0.78, 0.00], [1.61, -0.43, -0.27], [1.23, 1.93, 0.44], [-2.25, 0.52, -0.15], [1.02, 0.75, 0.47], [0.22, 0.26, -0.64], [2.61, -0.42, -0.78], [-0.10, -1.85, 0.01], [-1.43, 0.94, -0.81]],
  "lumo_energy_ev": 1.0438,
  "orbital_gap_ev": 9.3,
  "smiles": "N/N=C\\N1CC1"
}



(3)
{
  "formula": "C3H7N3",
  "method": "wB97M-V/def2-TZVPD",
  "species": ["C", "C", "H", "H", "H", "C", "H", "H", "H", "N", "N", "N", "H"],
  "coordinates": [[1.03, -0.74, -0.24], [1.04, 0.74, 0.21], [-2.90, 0.72, -0.26], [1.88, 1.31, -0.13], [-0.68, -2.11, 0.44], [-1.05, -0.08, -0.13], [1.23, 0.82, 1.38], [1.90, -1.38, 0.08], [-0.77, 1.91, 0.16], [-2.37, -0.17, 0.05], [-0.26, 1.09, -0.29], [-0.19, -1.12, 0.15], [1.13, -0.99, -1.43]],
  "lumo_energy_ev": 0.9377,
  "orbital_gap_ev": 9.3,
  "smiles": "N=C1NCCN1"
}



Stability, descending: (1), (3), (2)



(1)
{
  "formula": "C3H7N3",
  "method": "wB97M-V/def2-TZVPD",
  "species": ["C", "C", "H", "H", "H", "N", "H", "N", "N", "H", "H", "H", "C"],
  "coordinates": [[-2.46, -0.06, 0.51], [0.48, 1.19, -0.33], [-0.66, -1.49, 0.96], [0.35, -0.41, 1.55], [-0.23, 2.05, -0.37], [-3.52, -0.05, 0.99], [-1.08, -1.68, -1.31], [-0.52, -0.78, -1.48], [0.23, -1.02, 0.77], [0.86, 1.26, -1.29], [1.26, 1.39, 0.43], [-0.79, -0.22, -2.28], [-0.10, -0.17, -0.30]],
  "lumo_energy_ev": -0.2424,
  "orbital_gap_ev": 8.7
}



(2)
{
  "formula": "C3H7N3",
  "method": "wB97M-V/def2-TZVPD",
  "species": ["C", "C", "H", "H", "H", "H", "N", "N", "H", "H", "H", "N", "C"],
  "coordinates": [[-1.01, -0.36, -0.12], [1.53, -0.27, 0.61], [-0.71, 1.59, 0.32], [1.02, 0.43, 1.39], [1.18, 0.97, -1.23], [-2.85, -0.80, -0.35], [-1.89, -1.24, -0.11], [0.40, -0.90, -0.19], [2.32, -0.26, -1.26], [-2.19, 0.92, 0.71], [2.20, -1.06, 1.10], [-1.39, 0.97, -0.10], [1.38, -0.01, -0.76]],
  "lumo_energy_ev": 0.7550,
  "orbital_gap_ev": 10.3,
  "smiles": "[H]/N=C(\\N)N1CC1"
}



Stability, descending: (1), (2)



(1)
{
  "formula": "C3H7N3",
  "method": "wB97M-V/def2-TZVPD",
  "species": ["N", "C", "H", "H", "H", "H", "N", "H", "N", "H", "C", "H", "C"],
  "coordinates": [[2.44, 2.37, 1.03], [-1.29, -0.58, -1.16], [0.12, -1.94, 0.13], [1.10, -0.85, 1.33], [-1.85, -1.51, -1.10], [-0.57, -0.81, -1.95], [-0.60, -0.15, 0.09], [0.23, 2.07, 1.33], [-0.90, 0.78, 0.73], [-1.93, 0.26, -1.41], [0.58, -1.00, 0.35], [1.36, -0.88, -0.41], [1.31, 2.23, 1.05]],
  "lumo_energy_ev": 0.6778,
  "orbital_gap_ev": 9.1
}



(2)
{
  "formula": "C3H7N3",
  "method": "wB97M-V/def2-TZVPD",
  "species": ["C", "H", "N", "H", "H", "N", "H", "C", "C", "H", "H", "H", "N"],
  "coordinates": [[1.22, 0.58, -2.01], [1.91, 1.25, -2.52], [1.48, 0.23, -0.82], [1.57, -0.11, 1.45], [0.34, 0.23, -2.54], [1.02, -0.89, 1.08], [-1.85, 0.28, 2.52], [-1.71, -0.04, 0.33], [-1.50, -0.12, 1.59], [-2.41, 0.52, -0.27], [-0.77, -0.47, -0.28], [-0.13, -0.65, 1.69], [0.84, -0.79, -0.22]],
  "lumo_energy_ev": [-0.6790, -0.6785],
  "orbital_gap_ev": [8.1, 8.1]
}



(3)
{
  "formula": "C3H7N3",
  "method": "wB97M-V/def2-TZVPD",
  "species": ["H", "H", "H", "C", "H", "C", "N", "H", "H", "C", "N", "N", "H"],
  "coordinates": [[0.37, 1.88, 0.64], [-2.60, 0.55, -1.09], [2.65, 1.00, 1.83], [-0.77, -1.09, -0.77], [-2.17, -0.07, 0.62], [1.64, 0.14, 0.26], [0.44, 0.84, 0.39], [-0.57, -1.85, 0.21], [-0.76, -1.31, -1.81], [-1.92, -0.06, -0.47], [2.74, 0.09, 1.12], [-0.52, 0.60, -0.65], [1.48, -0.74, -0.29]],
  "lumo_energy_ev": 0.9078,
  "orbital_gap_ev": 9.3,
  "smiles": "[H]/N=C\\NN1CC1"
}



Stability, descending: (1), (3), (2)